No. 1
ORCA calculation (ωB97M-V/def2-TZVPD) on the molecule C5H4N2 in a non-equilibrium geometry.

The geometry in XYZ format:
```
11
Properties=species:S:1:pos:R:3:forces:R:3
C 1.285400 1.173270 1.804738 -0.297 -0.396 -0.740
C 0.940019 0.441458 0.904488 -0.064 0.387 -0.110
C 0.583890 -0.590977 -0.085734 -0.032 -0.117 -0.335
N -0.582496 -1.378150 0.172618 -0.249 -0.488 0.368
C -0.689984 -0.595813 -1.022468 0.391 0.290 0.088
C -1.174505 0.742553 -1.277073 -0.407 1.132 0.020
N -1.380601 1.819241 -1.652203 -0.054 -1.064 0.494
H 1.585274 1.863590 2.575187 -0.147 -0.356 -0.347
H 1.448330 -1.070129 -0.532669 -0.084 -0.344 0.309
H -1.115826 -1.153335 0.997104 -0.018 0.455 0.109
H -0.899504 -1.251707 -1.883991 0.960 0.501 0.145
```
Forces are in eV/Å.

Energy relative to the best compared isomer or geometry (same formula, charge and spin) in kcal per mole: 84.34
HOMO energy in eV: -9.91
SMILES: C#C[C@H]1N[C@H]1C#N
2S+1: 1

Results of the natural (NBO) charge analysis, in e, for atoms 1 through 8: C -0.175; C -0.070; C -0.084; N -0.544; C -0.178; C 0.243; N -0.301; H 0.246

No. 2
ORCA calculation (ωB97M-V/def2-TZVPD) on a cluster of 6 separate species, H14NO5 in total in a non-equilibrium geometry.

The geometry in XYZ format:
```
20
Properties=species:S:1:pos:R:3:forces:R:3
N -0.686400 -0.149400 0.286950 -5.286 3.843 0.415
H -0.738400 0.777600 0.875950 -0.557 -1.839 -0.947
H 0.059600 -0.574400 0.592950 5.554 -3.452 2.483
H -0.461400 0.160600 -0.609050 0.259 0.789 -2.306
H -1.490400 -0.808400 0.204950 0.369 1.117 0.445
O 1.559600 -1.680400 2.274950 -4.574 5.988 -0.338
H 0.903600 -2.004400 2.870950 -1.068 0.122 0.885
H 2.083600 -2.358400 2.261950 5.464 -6.051 -0.577
O -1.754400 2.723600 -0.700050 3.937 -0.229 -4.290
H -1.411400 2.669600 -1.755050 -1.271 0.414 4.401
H -2.647400 2.531600 -0.829050 -2.611 -0.367 -0.121
O -2.028400 -0.965400 -2.465050 1.247 1.547 1.264
H -2.745400 -1.413400 -2.821050 -3.061 -0.578 -1.139
H -1.448400 -1.695400 -2.526050 1.913 -1.017 -0.002
O 2.069600 -0.834400 -1.007050 5.037 3.328 2.083
H 1.617600 -1.598400 -1.193050 -0.717 -3.370 -0.631
H 3.100600 -0.983400 -0.681050 -4.453 0.006 -1.466
O 0.922600 2.170600 1.835950 1.990 -1.254 -0.299
H 1.627600 1.669600 2.341950 -1.390 0.715 -0.291
H 1.467600 2.362600 1.039950 -0.782 0.290 0.431
```
Forces are in eV/Å.

Total charge: +1
Energy relative to the best compared isomer or geometry (same formula, charge and spin) in kcal per mole: 81.93
HOMO energy in eV: -15.01
2S+1: 1

Results of the natural (NBO) charge analysis, in e, for atoms 1 through 8: N -0.853; H 0.504; H 0.430; H 0.444; H 0.454; O -0.929; H 0.470; H 0.462

No. 3
ORCA calculation (ωB97M-V/def2-TZVPD) on a structure of composition C5H6N4 in a non-equilibrium geometry.

The geometry in XYZ format:
```
15
Properties=species:S:1:pos:R:3:forces:R:3
C 1.140068 0.650073 0.179082 -1.831 1.859 -1.979
C -0.374252 0.244813 -0.228431 0.376 2.746 3.034
C -1.410210 1.223471 -0.212342 1.136 -1.787 0.143
C -2.866575 -0.395372 0.067287 -0.388 -1.579 -0.768
C -0.795355 -1.052569 -0.057574 -1.214 -2.324 -1.316
H 3.667593 -1.408552 -0.522182 -1.643 4.703 1.710
H 3.866611 0.303532 1.310140 -1.227 -1.428 -3.652
H 1.635311 1.805804 0.311566 -1.669 -3.183 -0.178
H -1.234955 2.244806 -0.294277 0.629 1.744 -0.200
H -3.827663 -0.624539 0.045413 -4.702 -0.824 0.564
H -0.025948 -1.815240 -0.212907 -0.419 -0.015 0.732
N 3.227180 -0.192314 -0.275063 1.335 -3.151 2.760
N 1.819636 -0.370098 -0.040763 3.588 -0.665 -0.768
N -2.659441 0.877865 -0.084455 0.701 1.702 -0.083
N -2.161994 -1.491681 0.014508 5.326 2.201 0.002
```
Forces are in eV/Å.

Energy relative to the best compared isomer or geometry (same formula, charge and spin) in kcal per mole: 162.76
HOMO energy in eV: -9.33
2S+1: 1

Results of the natural (NBO) charge analysis, in e, for atoms 1 through 8: C 0.096; C -0.165; C 0.107; C 0.239; C 0.056; H 0.374; H 0.214; H 0.201

No. 4
ORCA calculation (ωB97M-V/def2-TZVPD) on a cluster of 2 separate species, C2H4FNO3 in total in a non-equilibrium geometry.

The geometry in XYZ format:
```
11
Properties=species:S:1:pos:R:3:forces:R:3
C 0.629717 -0.089164 0.609693 -2.613 1.664 1.034
C -1.604923 0.716455 -0.134795 1.945 -1.437 -0.088
N -2.193149 -0.554704 0.082319 0.316 1.650 -0.184
O -2.492158 -0.837374 1.222071 -0.351 -0.975 0.103
O -2.277712 -1.193604 -0.974820 -0.482 -1.323 0.410
O -1.478969 1.051722 -1.372021 -0.457 0.130 -2.096
F -1.782767 1.647216 0.737034 -0.404 0.533 0.431
H 0.253214 -1.043947 0.728709 0.199 -2.066 -0.462
H 1.314011 0.407457 0.023179 1.498 0.042 -1.698
H 0.268504 0.540757 1.373971 -0.025 0.584 1.191
H -1.727868 0.232913 -1.940410 0.374 1.199 1.360
```
Forces are in eV/Å.

Energy relative to the best compared isomer or geometry (same formula, charge and spin) in kcal per mole: 94.10
HOMO energy (spin up / spin down) in eV: -9.29 / -8.78
2S+1: 1

Results of the natural (NBO) charge analysis, in e, for atoms 1 through 8: C -0.531; C 0.771; N 0.411; O -0.361; O -0.458; O -0.659; F -0.266; H 0.194

No. 5
ORCA calculation (ωB97M-V/def2-TZVPD) on a cluster of 2 separate species, C9H14 in total in a non-equilibrium geometry.

The geometry in XYZ format:
```
23
Properties=species:S:1:pos:R:3:forces:R:3
C -0.569203 -2.680570 -1.797347 -1.816 -0.456 -0.206
C -0.891592 -1.254597 -1.734160 3.321 2.286 -0.402
C -0.060118 -0.254844 -2.347438 -2.681 -1.205 1.286
C -0.303314 1.033867 -1.979379 1.338 2.079 -0.005
C -1.039455 1.489662 -0.884013 -0.522 -0.213 -0.357
C -1.635361 0.479053 -0.173646 -0.777 0.318 0.159
C -1.606290 -0.821180 -0.662433 -1.167 -1.058 2.514
H -0.278923 -2.963324 -0.804870 -0.521 -0.767 0.590
H 0.232919 -2.995201 -2.382128 1.376 0.046 -1.473
H -1.479690 -3.122800 -2.219948 0.252 -0.874 0.620
H 0.733350 -0.485749 -3.001634 0.538 -0.327 -0.895
H 0.322659 1.769221 -2.435709 0.250 0.558 -0.555
H -1.187991 2.558536 -0.609137 0.533 -0.999 -0.336
H -2.128033 0.710141 0.762287 -0.177 -0.200 0.002
H -2.002191 -1.615840 0.030727 0.078 0.822 -0.896
C 1.360549 0.379310 2.841947 0.749 -2.716 -0.726
C 1.731587 1.722231 2.233591 -2.168 -1.722 0.875
H 1.439804 0.363322 3.952087 0.311 -0.334 -0.930
H 0.358410 0.256432 2.614251 -2.555 0.087 0.223
H 1.590562 -0.655194 2.307177 0.989 2.109 1.275
H 0.782826 2.112940 1.895978 0.047 1.149 0.421
H 2.288517 2.187231 2.960577 0.532 2.103 1.796
H 2.340978 1.787352 1.433220 2.069 -0.685 -2.978
```
Forces are in eV/Å.

Energy relative to the best compared isomer or geometry (same formula, charge and spin) in kcal per mole: 50.45
HOMO energy in eV: -9.06
SMILES: Cc1ccccc1.CC
2S+1: 1

Results of the natural (NBO) charge analysis, in e, for atoms 1 through 8: C -0.636; C -0.004; C -0.208; C -0.209; C -0.229; C -0.194; C -0.226; H 0.221

No. 6
ORCA calculation (ωB97M-V/def2-TZVPD) on the ion C8H20N7 with charge +1 in a non-equilibrium geometry.

The geometry in XYZ format:
```
35
Properties=species:S:1:pos:R:3:forces:R:3
N 0.477630 -2.112487 -1.127912 -0.481 0.915 -1.248
C 1.827903 -1.498403 -0.943745 -1.301 -0.848 -1.250
C 2.114257 -1.022555 0.476879 -1.191 -3.680 0.279
N 2.069841 0.331792 0.651590 2.234 3.987 -2.010
C 0.895188 1.016898 0.879529 -3.895 1.132 0.367
N 0.753422 1.154156 2.305596 0.021 -0.392 -0.064
N 0.646191 2.296944 0.208125 1.379 -0.350 -1.378
C 0.594769 2.111200 -1.275824 1.480 2.258 -1.688
C -0.605223 1.325610 -1.790986 -0.493 2.211 -0.006
N -1.096205 0.611920 -0.694768 -2.886 -3.411 1.203
C -0.437060 0.299170 0.366674 1.210 -2.026 3.977
N -0.826221 -0.603789 1.331671 0.478 1.645 -0.511
C -2.031066 -1.390788 1.264389 -0.172 -0.677 1.253
C -3.004715 -0.496785 0.474958 -0.499 -0.625 -0.788
N -2.429324 0.048948 -0.755507 0.336 0.871 -0.273
H 0.373447 -2.375881 -2.132128 0.111 0.238 1.173
H 0.359855 -2.958842 -0.608888 0.218 -0.535 0.371
H 1.779953 -0.573995 -1.586198 0.643 -1.083 0.196
H 2.501635 -2.302200 -1.310423 0.523 1.205 0.262
H 1.335046 -1.446562 1.180353 1.287 -0.134 -0.693
H 3.100886 -1.367777 0.717744 0.432 -0.373 0.533
H 2.482201 0.814262 -0.165513 0.277 -0.494 0.742
H 1.635443 1.085940 2.779054 0.260 0.201 0.030
H 0.184571 1.917928 2.603019 -0.286 0.503 0.165
H 1.415227 2.923511 0.425963 -0.056 0.257 -0.030
H 1.520593 1.716809 -1.812846 -0.696 -0.044 1.267
H 0.566998 3.131547 -1.786646 -0.201 -1.059 1.070
H -1.435182 1.950866 -2.159110 0.311 0.159 0.397
H -0.327028 0.765566 -2.651903 0.311 -1.181 -0.404
H -0.391979 -0.408886 2.274604 -0.349 -0.038 -1.583
H -2.407963 -1.500933 2.381587 0.616 -0.161 -2.424
H -1.729122 -2.396817 0.800937 -1.102 1.354 0.581
H -3.975130 -0.982152 0.225995 0.878 0.112 -0.148
H -3.297210 0.339722 1.084035 0.121 0.382 0.569
H -2.641617 -0.403920 -1.630304 0.481 -0.319 0.062
```
Forces are in eV/Å.

Total charge: +1
Energy relative to the best compared isomer or geometry (same formula, charge and spin) in kcal per mole: 0.00
HOMO energy in eV: -12.50
SMILES: NCCN[C@@]1(N)NCC[N+]2=C1NCCN2
2S+1: 1

Results of the natural (NBO) charge analysis, in e, for atoms 1 through 8: N -0.874; C -0.236; C -0.245; N -0.638; C 0.404; N -0.863; N -0.619; C -0.267

No. 7
ORCA calculation (ωB97M-V/def2-TZVPD) on the molecule C3H10N4 in a non-equilibrium geometry.

The geometry in XYZ format:
```
17
Properties=species:S:1:pos:R:3:forces:R:3
H 2.218529 -2.789688 -0.188273 -0.118 0.494 0.070
N 1.262743 -2.393950 -0.159895 -0.621 0.619 -0.161
N 1.319675 -1.161714 -0.237708 0.176 -0.547 0.151
C 0.005809 -0.414996 -0.293161 0.455 -1.060 -0.342
C -1.193703 -1.231887 0.161703 0.290 0.094 -0.170
N 0.175826 0.801701 0.470616 -1.494 0.701 -0.089
C -0.939839 1.780210 0.149283 1.436 -0.730 0.557
N 1.413663 1.435821 0.287014 0.279 0.640 -0.034
H -0.061383 -0.191460 -1.380105 -0.016 -0.024 0.092
H -1.236256 -1.233901 1.247516 -0.035 -0.010 0.102
H -2.118871 -0.829526 -0.239441 -0.077 0.037 -0.005
H -1.072373 -2.255400 -0.186398 -0.091 -0.004 -0.007
H -0.760754 2.642156 0.785776 -0.052 0.075 -0.097
H -1.913167 1.361128 0.386049 0.052 -0.166 0.003
H -0.911842 2.085404 -0.905520 0.015 -0.043 0.008
H 2.119879 0.919781 0.800641 -0.152 0.080 -0.232
H 1.692065 1.476321 -0.698097 -0.046 -0.158 0.152
```
Forces are in eV/Å.

Energy relative to the best compared isomer or geometry (same formula, charge and spin) in kcal per mole: 59.89
HOMO energy in eV: -8.93
SMILES: [H]/N=N/[C@@H](C)N(C)N
2S+1: 1

Results of the natural (NBO) charge analysis, in e, for atoms 1 through 8: H 0.321; N -0.332; N -0.129; C 0.038; C -0.649; N -0.281; C -0.424; N -0.659

No. 8
ORCA calculation (ωB97M-V/def2-TZVPD) on the molecule C22H29N3O2 in a non-equilibrium geometry.

The geometry in XYZ format:
```
56
Properties=species:S:1:pos:R:3:forces:R:3
C -0.890110 -2.176631 -1.872730 4.153 -0.302 2.789
C 0.492206 -2.917953 -1.576744 -1.106 5.787 -2.690
C 1.502749 -1.892112 -0.917177 -3.766 -5.454 2.444
C 2.642938 -2.779189 -0.468720 0.882 1.451 -6.513
C 3.736978 -2.036094 -0.059272 4.554 2.838 7.064
C 3.363348 -1.298909 1.503171 2.862 2.109 -4.750
N 2.528950 -0.134622 1.533626 10.639 5.496 -5.921
C 3.220766 1.282925 0.863543 -1.400 -2.894 -1.720
C 2.145880 1.978468 -0.260228 3.416 -2.595 4.929
O 2.708422 2.245111 -1.265693 0.025 1.323 -2.236
N 0.897362 1.992501 0.230091 4.466 -3.043 2.172
C 0.771909 1.378739 1.605095 -3.133 2.871 -1.387
C -0.747058 1.412832 1.984212 5.252 1.633 8.923
C -1.531012 1.163952 0.947094 -10.418 -7.078 11.798
C -1.397437 1.360413 -0.193684 7.744 4.651 -14.079
N -2.269488 0.978105 -1.113195 -1.378 0.146 -4.634
C -3.278570 0.454111 -0.592962 -5.451 -5.090 13.347
C -4.508592 -0.311350 -0.557510 6.531 6.264 -14.285
C -5.196380 -0.852223 0.314135 -8.044 -6.010 8.693
C -4.905115 -0.838963 1.751499 0.950 0.607 -6.258
C -3.676523 -0.300684 1.891061 0.623 0.507 7.672
C -2.886069 0.372251 1.119880 3.129 3.936 -9.705
C -0.111424 2.022190 -0.643799 -5.931 7.150 -3.393
C 0.143075 1.774318 -2.149693 1.660 6.130 -1.014
C -0.400976 3.740424 -0.536564 5.022 -4.570 9.827
C 1.342426 0.061290 1.725201 -5.273 -2.918 3.977
O 0.750597 -0.850992 2.316428 -2.251 -0.658 0.022
H -0.660505 -1.465532 -2.571534 0.148 2.272 -1.664
H -1.288392 -1.807936 -0.960023 -0.134 0.950 0.915
H -1.609178 -2.765250 -2.205253 -3.068 -3.065 -1.937
H 0.817255 -3.302677 -2.517769 0.728 -0.244 -0.651
H 0.279315 -3.664106 -0.991391 -0.779 -4.276 3.538
H 1.506320 -1.120656 -1.530896 1.654 3.511 -3.248
H 0.885004 -1.476566 -0.076971 0.877 -0.695 -0.105
H 3.109321 -3.454170 -1.257946 -1.378 0.566 0.089
H 2.332503 -3.378136 0.221778 -2.074 -3.671 4.258
H 4.762607 -2.538311 0.198699 -2.029 0.294 -0.519
H 4.022087 -1.193419 -0.599724 0.217 1.285 -1.583
H 4.312546 -1.099856 1.975522 0.101 0.137 0.336
H 2.757079 -1.845230 2.013049 -2.869 -4.947 3.368
H 4.109193 0.941617 0.163523 -1.654 0.965 2.022
H 3.381890 1.872126 1.755984 0.675 0.301 -0.182
H 1.209498 2.087242 2.268171 0.865 0.262 0.580
H -0.940605 2.471456 2.512961 0.266 -2.123 -1.182
H -0.810499 0.597742 2.912167 -0.103 2.055 -2.588
H -2.371578 0.866914 -2.104770 1.963 1.036 -0.793
H -4.717965 -0.228172 -1.797671 -1.045 -1.304 2.943
H -6.184107 -1.515310 0.108415 2.378 1.877 -0.218
H -5.366485 -1.463140 2.408698 -1.346 -1.204 1.829
H -3.309532 -0.167373 2.965347 -0.318 -0.719 -0.826
H 1.113962 2.556282 -2.446520 -2.659 -3.158 0.704
H -0.622560 2.163158 -2.958610 0.886 -1.369 2.253
H 0.323925 0.788643 -1.995331 1.088 -3.466 -1.759
H 0.401543 4.359291 -0.750923 1.929 0.689 -0.470
H -1.124824 3.932872 -1.030804 -9.297 2.712 -6.444
H -0.766667 4.020600 0.714774 1.223 -0.961 -3.741
```
Forces are in eV/Å.

Energy relative to the best compared isomer or geometry (same formula, charge and spin) in kcal per mole: 444.38
HOMO energy in eV: -7.54
SMILES: CCCCCCN1CC(=O)N2[C@@H](Cc3c([nH]c4ccccc34)C2(C)C)C1=O
2S+1: 1

Results of the natural (NBO) charge analysis, in e, for atoms 1 through 8: C -0.604; C -0.347; C -0.406; C -0.415; C -0.339; C -0.212; N -0.343; C -0.353

Listing E_tot for the structures above in their given order: -8225.836; -11946.869; -11234.609; -12482.262; -9557.994; -19042.917; -9230.987; -31832.985 eV.